A.
Entry from OMol25: 2 unconnected molecules or ions with the total composition C3H9NS2 (ωB97M-V/def2-TZVPD).

XYZ file:
```
15
Properties=species:S:1:pos:R:3:nbo_charge:R:1
N 1.88006 -0.73792 -1.52853 -0.83
C 0.63620 -0.04228 -1.29596 -0.26
C 0.88064 0.93597 -0.19431 -0.59
S 1.54233 0.10698 1.26014 0.03
S -2.20454 0.06923 -0.45482 0.08
C -1.99103 -0.48078 1.26554 -0.80
H 2.08468 -1.04910 -0.61084 0.36
H 2.59692 -0.10815 -1.86353 0.34
H -0.08775 0.28121 -2.18220 0.22
H -0.01872 -0.88192 -0.85409 0.21
H 1.53295 1.82026 -0.55418 0.24
H -0.04345 1.19949 0.26620 0.26
H -1.19510 -1.18071 1.51398 0.24
H -1.66407 0.50240 1.73438 0.24
H -2.92531 -0.71498 1.71322 0.26
```

Output
Lowest unoccupied orbital energy ... -4.1 eV
Kohn-Sham gap ... 4.324 eV

B.
Entry from OMol25: a single C3H9NS2 molecule (ωB97M-V/def2-TZVPD).

XYZ file:
```
15
Properties=species:S:1:pos:R:3:nbo_charge:R:1
C -2.17810 0.57228 -0.07347 -0.41
N -1.03180 -0.27076 -0.32347 -0.65
C -0.07803 -0.31506 0.74325 -0.21
C 1.20883 -1.04328 0.32053 -0.56
S 1.91196 -0.76291 -1.31312 0.11
S 3.22404 0.81853 -1.04927 -0.13
H -2.74128 0.79984 -0.98515 0.20
H -1.92137 1.56497 0.31420 0.17
H -2.90356 0.04322 0.54583 0.19
H -0.61903 -0.21589 -1.23436 0.38
H 0.27382 0.69891 1.06175 0.15
H -0.50271 -0.78804 1.62976 0.19
H 1.01171 -2.12113 0.37934 0.23
H 1.95170 -0.83432 1.09184 0.23
H 2.39384 1.85364 -1.10766 0.12
```

Output
Lowest unoccupied orbital energy ... 0.5 eV
Kohn-Sham gap ... 9.149 eV
Structure (SMILES) ... CNCCSS

Most stable structure among those shown: B. Next: +510.0 kJ/mol.